Formula: C24H54FN14O6P2
Source: OMol25
Level of theory: the ωB97M-V functional and the def2-TZVPD basis

## Properties
Frontier orbital gap = 6.00 eV
Net charge = +1

Geometry (Å):
H1 -7.069 -2.381 0.939
C1 2.317 -4.123 -1.065
P1 4.131 5.805 2.907
H2 5.390 3.667 0.864
H3 5.068 7.678 4.886
C2 5.858 7.499 4.150
H4 -7.480 -0.774 1.475
C3 -10.470 -2.008 -1.368
N1 4.606 6.620 1.443
H5 0.215 0.238 0.070
H6 3.346 -1.254 1.701
C4 -7.694 -0.353 -3.895
H7 -4.139 -2.326 1.217
C5 -6.593 -2.430 -4.248
C6 -7.109 -1.339 0.613
H8 -0.324 -0.779 2.417
F1 7.232 -1.714 -1.802
C7 6.104 5.250 4.719
H9 2.987 3.179 1.667
N2 -7.987 -1.178 -0.555
H10 5.925 7.098 -0.135
C8 -0.610 -0.547 0.116
C9 -8.182 0.250 -0.749
H11 1.654 -0.561 1.626
N3 -3.263 -2.057 0.734
H12 6.353 5.650 0.698
H13 6.206 4.202 4.450
H14 3.805 -6.421 0.055
C10 2.497 -0.986 0.961
H15 -1.516 -0.104 -0.453
C11 -2.109 -2.063 1.678
O1 4.782 -4.222 0.808
C12 6.439 -2.699 -1.118
O2 2.702 5.534 2.408
N4 5.748 6.133 3.570
H16 -5.940 -3.184 -3.796
N5 2.788 -5.379 -1.642
H17 4.982 -1.395 -0.642
N6 -9.423 -1.929 -2.429
O3 -1.973 -3.058 2.433
H18 -6.991 0.042 -4.639
N7 2.966 -3.125 -0.250
C13 3.437 3.165 2.666
N8 4.552 4.118 2.762
C14 4.410 -3.234 0.137
H19 4.025 1.698 -0.531
H20 -7.377 -2.962 -4.789
O4 -6.417 -2.768 -1.310
H21 2.967 -7.493 -1.199
H22 2.323 0.478 -0.934
H23 7.082 5.526 5.128
H24 6.825 7.629 4.647
H25 4.421 8.683 1.969
H26 5.845 -6.254 -1.589
C15 2.945 0.256 0.011
H27 -9.010 0.466 -1.427
H28 5.819 2.547 2.164
H29 6.579 4.097 2.130
H30 -7.271 0.744 -1.104
C16 4.001 7.946 1.281
O5 4.117 -4.192 -3.215
H31 5.358 5.322 5.517
H32 -3.075 -2.745 -0.023
H33 -8.627 -0.560 -4.428
H34 -7.865 0.478 -3.218
C17 0.867 -2.511 -0.551
C18 5.628 3.601 1.931
C19 -1.156 -0.781 1.635
N9 -7.130 -1.523 -3.229
O6 6.683 -3.882 -1.399
H35 3.766 2.140 2.872
H36 -10.349 -1.270 -0.578
C20 3.996 -5.207 -2.475
H37 2.665 3.381 3.408
N10 3.998 1.005 0.251
N11 0.937 -3.784 -1.307
H38 -8.474 0.728 0.193
N12 -0.293 -1.850 -0.527
H39 -11.460 -1.802 -1.788
C21 -9.916 -2.885 -3.457
P2 -7.796 -2.340 -1.842
H40 -1.071 -2.292 -1.058
C22 2.902 -6.486 -0.639
H41 -6.093 -0.993 0.396
H42 4.697 -7.417 -2.484
N13 2.084 -2.109 0.094
H43 1.906 -6.519 -0.056
H44 5.762 -6.263 -3.430
N14 5.421 -2.211 -0.182
H45 -5.990 -1.895 -4.988
H46 4.137 8.331 0.266
H47 2.923 7.909 1.461
H48 -9.858 -3.916 -3.094
C23 5.946 6.643 0.863
H49 -10.958 -2.671 -3.714
C24 5.125 -6.348 -2.470
H50 -10.486 -2.999 -0.903
H51 6.668 7.217 1.452
H52 -9.369 -2.807 -4.388
H53 5.819 8.272 3.393
H54 -1.822 0.134 1.882

Mulliken population analysis, charges in e, atoms 1 to 8: 0.3252, -0.2372, 0.8493, 0.2478, 0.3843, -1.1189, 0.3499, -1.0233


Formula: C24H54N2O4
Source: OMol25
Level of theory: the ωB97M-V functional and the def2-TZVPD basis

## Properties
Relative energy (zero: lowest compared OMol25 entry of this formula, charge and spin) = 0.0 kJ/mol
Frontier orbital gap = 9.07 eV
SMILES = CCN(CC)CC.CCN(CC)CC.CC(C)=O.CC(C)=O.CC(C)=O.CC(C)=O
Net charge = 0

Geometry (Å):
H1 1.382 3.198 2.873
H2 5.231 -2.885 2.056
H3 0.290 -0.182 5.581
C1 -0.518 4.298 5.735
C2 3.322 -2.408 1.167
H4 -0.671 -0.751 -0.495
H5 -0.015 -4.107 -4.221
H6 2.084 -2.260 -5.378
H7 0.985 -1.248 -0.910
C3 1.544 3.079 3.962
H8 -0.604 4.447 -1.385
H9 -0.183 5.202 5.228
H10 -1.581 -1.251 3.338
H11 -4.946 -2.683 3.102
H12 1.553 4.097 4.350
C4 0.196 -3.116 -4.644
H13 -1.466 -0.085 -4.394
H14 1.288 -3.025 0.924
H15 2.143 -3.976 -4.998
C5 -0.412 5.147 -2.199
H16 0.636 -0.201 0.529
H17 0.590 -1.048 4.101
C6 -0.422 6.584 -1.726
H18 0.339 -2.449 -3.799
C7 2.926 2.469 4.173
C8 -1.391 -3.686 -6.351
H19 5.038 -3.425 0.412
H20 1.231 0.296 -3.284
H21 -2.898 -1.998 -5.245
H22 -2.092 -3.252 -7.070
C9 0.383 -0.444 -0.500
H23 -1.462 2.460 5.253
C10 0.774 -0.091 4.607
C11 0.176 1.089 3.856
H24 -0.537 -3.985 -6.965
O1 -0.501 1.630 -1.234
H25 -1.216 4.981 -2.920
H26 -1.868 6.183 -0.142
H27 3.031 2.039 5.167
O2 -3.032 -3.628 1.697
H28 -1.167 3.476 3.842
N1 -0.925 -2.632 -5.455
C12 -2.027 -2.197 -4.610
H29 3.686 3.249 4.071
H30 -2.265 -5.654 -6.548
H31 -0.906 0.972 3.800
C13 1.995 -2.837 1.734
C14 -2.946 -2.605 2.331
H32 2.066 -3.770 2.291
H33 -1.529 7.905 -0.482
C15 -1.661 -1.831 2.420
C16 1.444 0.933 -2.426
N2 0.471 2.332 4.592
O3 0.107 7.465 -2.362
H34 -2.618 -0.599 -3.240
H35 3.178 1.718 3.421
C17 1.519 -3.191 -5.427
H36 -2.391 -2.982 -3.924
H37 1.591 -2.044 2.362
H38 -1.461 4.566 6.222
H39 -3.889 -1.471 3.907
C18 4.511 -3.327 1.360
C19 -1.103 6.908 -0.422
H40 0.168 4.025 6.536
C20 -0.734 3.137 4.798
H41 -0.745 -2.374 2.210
C21 -1.747 -0.956 -3.791
C22 -2.030 -4.936 -5.759
H42 -0.934 -1.115 -3.082
H43 -1.386 -5.482 -5.066
H44 1.456 1.970 -2.768
H45 -1.725 -1.076 1.622
H46 1.344 -3.409 -6.479
H47 -0.343 6.865 0.364
H48 4.228 -4.301 1.750
H49 -2.970 -4.736 -5.242
O4 3.387 -1.430 0.460
H50 2.417 0.730 -1.978
H51 -4.570 -1.231 2.256
H52 1.853 -0.019 4.725
H53 0.577 1.149 2.836
C23 -4.152 -1.949 2.967
C24 0.359 0.796 -1.381
H54 0.541 4.944 -2.680

Mulliken population analysis, charges in e, atoms 1 to 8: 0.2467, 0.2949, 0.2624, -1.3910, 0.6790, 0.2690, 0.2070, 0.2960


Formula: C24H54NO18PS5
Source: OMol25
Level of theory: the ωB97M-V functional and the def2-TZVPD basis

## Properties
Frontier orbital gap = 8.73 eV
SMILES = CCO[PH2](CC(=O)O)c1ccccn1.CCOS(C)(=O)=O.CCOS(C)(=O)=O.CCOS(C)(=O)=O.CCOS(C)(=O)=O.CCOS(C)(=O)=O
Net charge = 0

Geometry (Å):
H1 -2.021 -1.399 -2.699
H2 0.960 6.822 -2.835
H3 0.290 -5.830 -2.629
H4 8.580 -3.133 3.490
H5 -2.872 -2.960 -2.558
C1 -4.526 3.240 0.590
H6 1.744 5.218 -3.209
H7 -5.759 5.506 3.698
H8 1.881 -5.251 -2.058
H9 -7.399 -2.456 -3.062
C2 -2.290 4.354 -4.542
C3 -0.231 -0.277 -5.101
H10 3.792 2.159 3.461
C4 8.032 -3.637 7.460
H11 0.487 3.555 -3.813
H12 3.843 -2.814 3.064
C5 -0.224 -1.489 0.756
C6 3.977 1.781 4.470
P1 -0.432 4.075 -4.779
C7 -2.976 -1.880 -2.486
O1 2.123 -0.877 4.302
H13 8.155 -4.715 2.778
O2 -0.163 5.683 -4.161
S1 0.147 -3.708 -1.637
H14 7.831 -4.682 9.339
C8 -6.685 -1.957 -3.722
C9 4.364 -2.005 3.578
C10 -6.288 4.563 3.819
H15 -3.411 1.804 -2.910
H16 -0.427 -2.176 1.581
O3 -6.069 2.039 3.180
C11 -1.637 0.885 -6.990
O4 1.016 -3.272 -0.349
H17 9.117 -5.314 8.284
H18 0.916 4.910 -0.969
H19 -3.505 3.184 0.980
H20 -2.920 4.107 -5.474
H21 -6.235 -1.929 -5.839
C12 -1.121 -0.374 -6.342
H22 -7.263 4.598 3.335
H23 7.008 -3.256 7.408
O5 -3.634 4.362 -2.500
O6 -3.971 3.378 3.544
H24 -4.946 1.143 0.926
S2 7.637 -4.616 5.064
S3 3.314 -0.580 3.553
H25 0.109 4.456 -6.069
H26 8.643 -2.858 7.921
H27 -7.905 -2.365 -5.457
C13 8.601 -4.212 3.635
N1 -1.489 2.248 -6.642
H28 -2.432 5.484 -4.393
C14 1.041 -1.890 0.021
H29 9.620 -4.564 3.786
O7 4.262 0.382 4.442
O8 0.550 -2.911 -2.767
C15 0.727 5.709 -3.028
O9 6.367 -3.943 4.973
H30 -0.553 4.232 -1.809
H31 -6.055 1.928 -0.191
H32 0.587 1.426 -3.763
H33 0.676 -5.881 -0.887
C16 0.031 5.203 -1.648
H34 2.972 1.644 6.379
S4 -5.330 3.270 3.081
H35 1.207 -1.256 -0.855
H36 5.292 -1.768 3.060
H37 0.243 -1.136 -4.538
O10 8.559 -3.852 6.149
C17 2.816 2.094 5.396
O11 -1.233 -3.826 -1.247
C18 -6.867 -2.476 -5.136
C19 -5.009 1.880 0.122
O12 -5.411 3.805 1.560
H38 -0.565 6.018 -1.132
H39 1.880 1.693 5.001
H40 1.898 -1.755 0.684
C20 8.108 -4.895 8.304
C21 -0.044 1.183 -4.675
H41 4.555 -2.284 4.612
H42 -6.405 4.330 4.878
C22 0.822 -5.334 -1.817
O13 -5.383 -2.253 -3.218
H43 -0.135 -0.475 1.150
H44 4.876 2.278 4.841
C23 -0.700 2.283 -5.467
H45 -4.508 3.924 -0.260
O14 7.731 -6.032 5.293
O15 3.260 -0.069 2.206
H46 -1.388 -1.391 -6.772
O16 -2.589 2.342 -2.874
H47 -6.888 -0.884 -3.665
C24 -2.894 3.673 -3.233
H48 -2.267 0.723 -7.938
O17 -3.706 -1.785 -4.990
H49 -4.403 1.522 -0.713
O18 -4.462 0.049 -3.442
H50 7.432 -5.664 7.925
H51 -1.091 -1.519 0.091
S5 -4.143 -1.333 -3.697
H52 -6.585 -3.530 -5.201
H53 2.698 3.174 5.513
H54 -3.331 -1.589 -1.498

Mulliken population analysis, charges in e, atoms 1 to 8: 0.2829, 0.3025, 0.3882, 0.3162, 0.5323, -0.2926, 0.3131, 0.3111


Formula: C24H55BN3O7P2
Source: OMol25
Level of theory: the ωB97M-V functional and the def2-TZVPD basis

## Properties
Spin multiplicity = 3
Frontier orbital gap (spin up / spin down) = 3.69 / 2.87 eV
Net charge = -1

Geometry (Å):
H1 4.943 -1.457 1.319
H2 -6.940 -1.796 5.533
H3 5.413 -1.592 -1.168
C1 -0.543 2.587 -6.115
H4 2.619 4.331 -3.662
H5 -6.612 -3.486 5.820
C2 -6.132 -2.515 5.662
H6 -6.155 1.358 4.623
H7 2.000 -1.165 -0.249
H8 3.067 4.900 -6.637
H9 4.629 -2.508 3.136
C3 -5.673 -0.330 2.678
C4 4.420 -1.780 -0.748
H10 3.036 -3.310 3.264
P1 2.419 -1.161 1.221
H11 -5.576 -2.257 6.565
C5 4.098 2.311 -6.026
C6 3.622 -2.438 3.557
O1 4.253 -3.196 -0.598
H12 -5.045 -4.722 4.800
H13 4.021 2.981 -6.878
H14 -0.531 -2.925 0.662
P2 2.317 1.245 1.156
H15 2.475 6.010 -5.423
C7 -0.292 -2.567 1.668
H16 -3.727 -3.787 5.541
O2 1.028 1.998 -4.128
C8 -4.364 -3.875 4.658
O3 -3.170 -1.833 3.543
H17 -2.891 0.793 4.350
C9 -5.524 0.566 5.042
O4 -0.236 -0.019 1.849
H18 -4.001 1.730 3.321
N1 3.809 -2.528 5.026
H19 -6.161 0.629 2.464
C10 -6.713 -1.439 2.801
H20 3.516 0.781 -3.835
H21 -0.995 2.917 -5.184
H22 2.429 2.526 -7.788
H23 -1.206 -2.470 2.259
H24 2.413 -2.598 1.199
H25 4.180 4.441 -4.456
H26 1.838 1.461 -0.937
C11 -4.773 -0.185 3.920
C12 3.113 2.634 -4.888
H27 3.554 -0.303 3.381
H28 3.692 -1.387 -1.468
H29 -1.078 3.055 -6.943
C13 0.927 2.977 -6.216
C14 -3.612 0.725 3.534
H30 1.013 3.395 -8.342
O5 2.660 1.515 -0.430
N2 -4.225 -1.463 4.418
H31 -5.038 -0.555 1.816
H32 -0.998 0.100 1.268
H33 -7.234 -1.562 1.846
H34 2.948 -2.228 5.474
C15 -6.011 -2.739 3.178
C16 2.488 4.958 -5.711
C17 3.142 4.135 -4.603
H35 3.021 2.107 -2.784
C18 1.055 4.481 -5.945
H36 0.913 1.677 -7.955
H37 5.116 2.408 -5.649
H38 -3.093 0.351 2.656
H39 -6.160 -0.068 5.651
H40 4.482 -1.813 5.291
H41 4.633 2.102 -3.469
H42 0.605 5.022 -6.780
H43 1.999 -1.073 3.661
H44 -0.667 1.507 -6.191
C19 1.358 2.625 -7.651
C20 -5.172 -2.599 4.457
H45 -6.744 -3.547 3.306
H46 4.523 -0.028 0.365
H47 -7.481 -1.173 3.537
H48 -3.729 -4.074 3.800
H49 -4.805 1.032 5.718
H50 4.430 1.880 1.157
C21 3.590 1.857 -3.671
H51 2.951 -3.191 -2.184
C22 2.934 -1.159 3.087
H52 -5.353 -3.034 2.356
B1 0.435 -1.189 1.634
H53 3.965 1.286 -6.375
O6 2.837 -4.858 -1.056
H54 0.332 -3.339 2.128
C23 3.286 -3.770 -1.311
N3 1.713 2.197 -5.206
H55 0.462 4.728 -5.059
O7 3.694 1.839 1.784
C24 4.248 -1.066 0.576

Mulliken population analysis, charges in e, atoms 1 to 8: 0.4615, 0.3754, 0.4099, -1.8703, 0.3308, 0.4430, -1.9955, 0.3045


Formula: C24H55CdO13S8Tl
Source: OMol25
Level of theory: the ωB97M-V functional and the def2-TZVPD basis

## Properties
Spin multiplicity = 2
Frontier orbital gap (spin up / spin down) = 2.44 / 4.22 eV
Net charge = +3

Geometry (Å):
H1 -0.112 0.745 -3.963
C1 6.811 1.520 -0.780
H2 -4.571 3.010 0.692
H3 -1.647 -2.143 -5.062
O1 2.541 3.721 1.632
O2 -0.198 0.919 2.410
H4 -3.258 -2.387 -5.638
C2 0.800 0.548 0.107
H5 1.644 -0.096 -1.848
H6 -6.343 2.704 0.566
C3 3.362 -4.588 -5.659
H7 7.082 1.397 0.269
O3 -5.840 0.880 2.490
H8 -3.070 -3.126 5.227
H9 -3.640 0.583 -2.752
H10 -4.963 0.505 4.789
H11 -2.675 6.087 2.158
Cd1 1.861 3.872 -0.220
H12 2.870 1.605 3.162
H13 2.957 -2.582 -3.344
H14 -4.419 -2.449 4.524
C4 -3.509 0.617 1.570
H15 0.047 3.384 3.216
C5 3.882 1.969 2.985
S1 1.771 -3.829 -5.099
C6 0.191 1.792 -3.997
H16 0.162 5.070 3.052
H17 -2.651 -0.700 -5.255
H18 4.675 1.863 3.726
H19 -3.882 1.359 6.146
O4 -2.374 1.440 -4.768
C7 0.748 -1.754 -0.812
C8 -2.662 -1.755 -4.979
H20 4.449 -0.681 -1.403
C9 -0.158 -1.177 1.622
Tl1 -0.453 -5.081 -1.709
O5 0.931 -2.622 -1.637
C10 1.110 -0.347 -0.944
O6 1.110 -4.668 -4.001
S2 -3.432 -0.859 6.251
C11 -2.034 3.153 -2.767
C12 -2.077 5.947 1.258
H21 -2.898 -1.926 4.009
H22 -2.322 -8.199 2.506
H23 7.513 2.170 -1.302
H24 5.360 5.395 1.864
O7 1.111 1.798 -0.120
H25 -0.674 -5.653 2.413
H26 -3.344 0.989 4.541
C13 -2.846 -0.126 -2.517
H27 -1.654 -7.431 3.933
C14 -4.026 0.657 5.325
S3 -2.957 -1.870 -3.168
S4 3.547 3.682 2.759
H28 -1.500 4.103 -2.743
S5 -1.210 4.301 1.131
C15 -5.345 2.317 0.360
C16 5.400 -1.133 -1.120
H29 5.988 4.287 2.926
O8 8.202 -0.688 -1.180
C17 2.456 -2.348 -4.283
H30 5.674 3.732 1.449
H31 -1.390 4.219 3.622
H32 -0.634 -1.529 2.526
H33 -1.339 6.749 1.285
S6 -1.426 2.615 -4.505
H34 0.928 1.985 -4.777
H35 -1.850 0.218 -2.797
O9 -0.477 -3.271 0.614
H36 -3.399 -0.136 2.351
S7 6.852 -0.115 -1.638
H37 -5.224 2.149 -0.710
H38 -2.737 0.380 0.839
C18 -0.805 -6.701 2.146
O10 -0.020 4.486 0.151
H39 -2.794 6.094 0.450
O11 -1.793 -2.688 -2.552
C19 5.189 4.369 2.189
C20 -0.548 4.252 2.930
H40 4.401 1.509 2.144
H41 -3.258 1.592 1.988
C21 -0.015 -2.151 0.540
O12 -2.025 -0.648 6.760
H42 0.003 -7.240 2.641
C22 -3.450 -2.150 4.922
H43 4.038 -4.798 -4.831
C23 0.129 0.146 1.401
H44 5.768 1.830 -0.848
H45 5.297 -1.402 -0.068
H46 3.194 -2.037 -5.023
S8 -5.301 0.683 1.146
H47 0.433 2.211 -3.021
H48 5.508 -2.056 -1.689
C24 -1.991 -7.244 2.913
H49 -2.833 -6.557 2.825
H50 1.586 -1.736 -4.048
H51 2.963 -5.485 -6.134
H52 -3.113 3.179 -2.619
H53 3.755 -3.963 -6.461
H54 -2.840 -0.230 -1.432
O13 -0.633 -6.845 0.825
H55 -1.657 2.415 -2.058

Mulliken population analysis, charges in e, atoms 1 to 8: -0.0271, -0.7201, 0.0348, 0.0084, -0.5011, -0.6950, 0.3835, -0.8339